No. 1
Computed, not measured: C17H9N3O2PtS2 as an isolated structure, with ωB97M-V/def2-TZVPD.

Its lowest unoccupied orbital energy is 4.778 eV. The energy comes out at -51259.9054 eV. The net charge is -2. Its max |F| is 0.02269 Eh/bohr. Its HOMO energy is -1.61 eV.

Last column: Löwdin charge in e.
CARTESIAN COORDINATES (ANGSTROEM)
Pt 0.08 0.02 0.86  0.673
S -0.74 -0.93 -1.23  0.463
C -0.71 0.53 -2.20  -0.729
C -0.42 0.44 -3.57  -0.092
C -0.34 1.56 -4.39  -0.224
C -0.03 1.39 -5.79  -0.200
N 0.20 1.25 -6.91  0.119
C -0.55 2.82 -3.84  -0.225
C -0.87 2.92 -2.49  -0.087
C -0.96 1.81 -1.64  -0.750
S -1.36 2.00 0.05  0.480
C -0.42 4.02 -4.64  -0.201
N -0.32 4.98 -5.26  0.118
H -0.24 -0.54 -3.99  0.100
H -1.05 3.90 -2.07  0.100
N -1.26 -5.74 5.34  0.095
C -1.01 -4.85 4.65  -0.219
C -0.70 -3.73 3.78  -0.276
C -1.56 -2.64 3.71  -0.063
C -1.27 -1.59 2.86  -0.110
C -0.12 -1.57 2.05  -0.355
C 0.73 -2.69 2.15  -0.113
C 0.45 -3.75 3.00  -0.068
H -2.45 -2.62 4.32  0.103
H -1.95 -0.74 2.81  0.091
H 1.63 -2.72 1.55  0.086
H 1.12 -4.60 3.06  0.102
C 2.30 1.92 0.36  -0.165
O 2.27 1.66 1.76  -0.166
C 1.27 0.81 2.25  -0.617
O 1.32 0.67 3.45  -0.044
H 3.18 2.55 0.18  0.073
H 1.41 2.46 0.03  0.034
H 2.40 1.00 -0.22  0.069



No. 2
Computed, not measured: a 2-piece molecular cluster, CH2N4O3 overall, with ωB97M-V/def2-TZVPD.

Its lowest unoccupied orbital energy (alpha / beta) is -0.054 / -1.457 eV. The energy comes out at -13164.7852 eV. The net charge is 0. Its max |F| is 0.03998 Eh/bohr. Its HOMO energy (alpha / beta) is -10.20 / -8.49 eV.

Last column: Löwdin charge in e.
CARTESIAN COORDINATES (ANGSTROEM)
C 1.45 -1.38 -0.25  -0.298
N 2.13 -2.04 -0.89  0.168
N 0.69 -0.59 0.50  -0.018
N -0.01 0.46 0.10  -0.036
N -2.26 -0.66 0.00  -0.242
O -2.15 -1.63 0.69  0.077
O -3.13 -0.18 -0.66  0.096
O 0.19 0.69 -1.24  -0.020
H 0.54 -0.83 1.48  0.159
H -0.36 1.45 -1.47  0.114



No. 3
Computed, not measured: C46H110N7O13V as an isolated structure, with ωB97M-V/def2-TZVPD.

Its lowest unoccupied orbital energy is -2.492 eV. The energy comes out at -112203.6247 eV. The net charge is 0. Its max |F| is 0.07337 Eh/bohr. Its HOMO energy is -6.74 eV.

Last column: Löwdin charge in e.
CARTESIAN COORDINATES (ANGSTROEM)
O -2.29 37.68 22.85  -0.332
V -2.50 38.80 21.72  1.083
O -2.80 37.90 20.42  -0.343
C 2.31 37.24 21.27  -0.114
C 2.45 38.72 20.81  -0.456
O 1.31 39.44 21.16  -0.304
H 3.09 36.66 20.79  0.050
H 1.42 36.73 20.90  0.054
H 2.35 37.15 22.36  0.059
H 2.49 38.78 19.72  0.077
H 3.37 39.15 21.21  0.087
C 2.43 44.18 17.99  -0.052
C 3.80 44.39 18.72  -0.438
C 4.48 45.75 18.28  -0.166
O 4.70 45.83 16.86  -0.220
C 5.67 44.96 16.29  -0.100
N 3.50 44.42 20.11  0.021
H 1.72 44.99 18.12  0.078
H 1.98 43.22 18.25  0.073
H 2.55 44.18 16.91  0.068
H 4.44 43.54 18.51  0.119
H 5.38 46.05 18.82  0.114
H 3.82 46.59 18.50  0.119
H 5.64 43.96 16.73  0.081
H 6.62 45.47 16.47  0.078
H 5.66 45.05 15.21  0.086
H 4.35 44.09 20.56  0.073
H 2.94 43.58 20.20  0.066
C -0.14 33.23 15.82  -0.048
C 1.15 32.52 16.30  -0.456
C 1.76 31.32 15.45  -0.132
O 0.84 30.19 15.31  -0.201
C 0.43 29.52 16.46  -0.137
N 2.13 33.49 16.58  0.029
H -0.44 33.99 16.54  0.070
H -1.03 32.61 15.86  0.069
H -0.01 33.69 14.84  0.077
H 0.87 32.03 17.23  0.111
H 2.69 30.90 15.83  0.106
H 2.18 31.62 14.49  0.118
H -0.29 30.10 17.04  0.076
H 1.24 29.29 17.15  0.084
H 0.07 28.57 16.06  0.092
H 2.97 33.00 16.88  0.065
H 1.89 33.89 17.48  0.080
C -4.82 41.95 19.95  -0.104
O -4.06 41.66 21.08  -0.218
C -3.57 42.78 21.77  -0.234
C -3.13 42.50 23.19  -0.194
N -3.77 41.31 23.77  -0.060
C -5.18 41.50 24.02  -0.166
C -6.04 40.26 23.58  -0.221
O -5.65 39.62 22.40  -0.216
C -6.53 38.48 22.09  -0.055
H -5.28 41.04 19.56  0.092
H -4.21 42.35 19.15  0.095
H -5.69 42.59 20.13  0.094
H -4.38 43.51 21.76  0.113
H -2.76 43.25 21.21  0.129
H -3.42 43.40 23.74  0.116
H -2.04 42.47 23.19  0.122
H -3.24 41.15 24.62  0.113
H -5.54 42.42 23.56  0.115
H -5.30 41.76 25.07  0.123
H -7.07 40.57 23.43  0.116
H -6.15 39.60 24.43  0.118
H -7.56 38.81 21.95  0.087
H -6.64 37.72 22.86  0.086
H -6.08 37.93 21.26  0.088
C -1.79 35.25 29.43  -0.108
O -1.18 36.28 28.65  -0.206
C 0.26 36.26 28.73  -0.197
C 0.87 37.47 27.94  -0.215
N 0.45 38.75 28.50  -0.063
C 0.89 39.74 27.52  -0.205
C 0.60 41.25 27.88  -0.223
O -0.79 41.46 27.96  -0.197
C -1.05 42.87 28.21  -0.103
H -1.37 34.26 29.25  0.085
H -2.87 35.27 29.36  0.085
H -1.60 35.55 30.46  0.082
H 0.60 35.37 28.20  0.112
H 0.68 36.24 29.74  0.118
H 0.50 37.38 26.92  0.111
H 1.96 37.41 27.97  0.117
H -0.54 38.62 28.61  0.100
H 0.34 39.52 26.61  0.113
H 1.98 39.70 27.42  0.119
H 1.13 41.86 27.14  0.118
H 0.95 41.37 28.91  0.117
H -2.13 42.92 28.20  0.079
H -0.66 43.54 27.45  0.081
H -0.74 43.25 29.18  0.083
C 6.61 33.42 10.02  -0.113
O 7.06 33.26 11.38  -0.209
C 6.43 34.26 12.24  -0.169
C 7.18 33.97 13.58  -0.187
N 6.53 34.73 14.64  -0.105
C 7.21 34.77 15.89  -0.213
C 7.46 33.45 16.75  -0.163
O 6.27 32.62 17.00  -0.247
C 6.53 31.22 17.24  -0.087
H 7.23 32.84 9.33  0.082
H 6.69 34.46 9.69  0.075
H 5.56 33.16 9.90  0.080
H 5.36 34.12 12.32  0.117
H 6.62 35.28 11.90  0.117
H 8.20 34.35 13.48  0.122
H 7.17 32.95 13.98  0.114
H 5.60 34.41 14.87  0.108
H 6.62 35.46 16.49  0.110
H 8.11 35.36 15.71  0.113
H 7.90 33.63 17.74  0.110
H 8.17 32.82 16.22  0.098
H 7.45 31.15 17.82  0.082
H 6.56 30.71 16.28  0.082
H 5.64 30.92 17.80  0.081
C 11.29 33.30 26.84  -0.034
C 10.00 33.77 27.56  -0.482
C 9.85 35.26 27.45  -0.140
C 9.30 35.79 26.06  -0.165
C 8.00 35.09 25.72  -0.160
C 7.99 33.54 25.81  -0.498
N 8.75 33.10 27.00  -0.128
O 8.65 31.75 27.22  -0.010
C 6.54 33.09 25.93  -0.040
C 8.69 33.11 24.49  -0.019
C 10.24 33.46 29.04  -0.047
H 11.39 33.78 25.86  0.062
H 11.10 32.27 26.52  0.080
H 12.28 33.38 27.28  0.083
H 9.25 35.69 28.25  0.113
H 10.86 35.68 27.47  0.119
H 10.08 35.50 25.35  0.088
H 9.23 36.87 26.10  0.111
H 7.64 35.39 24.74  0.120
H 7.33 35.55 26.45  0.116
H 6.33 32.05 25.68  0.081
H 6.04 33.40 26.84  0.089
H 6.02 33.56 25.09  0.081
H 8.95 32.06 24.62  0.081
H 8.05 33.22 23.62  0.084
H 9.61 33.68 24.39  0.066
H 9.48 33.90 29.68  0.078
H 11.19 33.68 29.52  0.088
H 10.08 32.39 29.18  0.074
H 8.14 31.80 28.03  0.106
C -1.90 27.37 22.68  -0.033
C -2.02 28.77 23.39  -0.477
C -0.55 29.27 23.55  -0.106
C -0.42 30.83 23.89  -0.183
C -1.23 31.61 22.93  -0.177
C -2.67 31.15 22.65  -0.470
N -2.71 29.69 22.53  -0.128
O -3.96 29.25 22.10  -0.015
C -3.53 31.69 23.79  -0.032
C -3.09 31.79 21.27  -0.031
C -2.68 28.57 24.82  -0.016
H -1.58 26.63 23.41  0.077
H -1.19 27.31 21.86  0.077
H -2.85 27.07 22.24  0.070
H -0.06 28.64 24.30  0.113
H 0.04 29.18 22.64  0.106
H 0.63 31.13 23.89  0.110
H -0.78 31.02 24.90  0.093
H -0.63 31.59 22.01  0.118
H -1.08 32.62 23.33  0.128
H -3.01 31.69 24.75  0.074
H -3.89 32.70 23.60  0.080
H -4.50 31.21 23.91  0.081
H -3.00 32.87 21.15  0.080
H -2.57 31.36 20.41  0.077
H -4.14 31.61 21.07  0.070
H -2.45 27.59 25.24  0.071
H -3.77 28.57 24.75  0.075
H -2.42 29.40 25.47  0.065
H -3.85 28.85 21.23  0.103



No. 4
Computed, not measured: an isolated ion of composition C5H10NO and charge +1, with ωB97M-V/def2-TZVPD.

Its lowest unoccupied orbital energy is -4.688 eV. Its structure (SMILES) is CC/[NH+]=C/C=C/O. The energy comes out at -8875.5280 eV. The net charge is +1. Its max |F| is 0.09672 Eh/bohr. Its HOMO energy is -14.13 eV.

Last column: Löwdin charge in e.
CARTESIAN COORDINATES (ANGSTROEM)
C -1.92 0.94 0.01  -0.011
C -0.61 1.43 0.28  0.000
C -1.95 -0.41 0.12  -0.179
C 2.19 -0.87 0.09  -0.069
C 1.68 0.53 -0.23  -0.169
N 0.19 0.52 -0.13  -0.013
O -2.93 -1.23 -0.31  0.061
H -2.81 1.41 -0.31  0.125
H -0.36 2.48 0.80  0.218
H -1.11 -1.00 0.53  0.144
H 3.05 -1.00 -0.53  0.069
H 2.41 -0.93 1.19  0.100
H 1.38 -1.67 -0.20  0.116
H 1.79 0.69 -1.29  0.121
H 2.07 1.39 0.46  0.172
H -0.17 -0.16 -0.74  0.113
H -2.89 -2.11 0.26  0.202